Record 1
{"formula": "C16H48O16", "method": "the ωB97M-V functional and the def2-TZVPD basis", "elements": ["C", "H", "H", "H", "H", "H", "O", "H", "H", "O", "H", "H", "H", "H", "H", "H", "H", "H", "O", "O", "H", "H", "C", "O", "C", "H", "O", "O", "H", "H", "C", "C", "H", "C", "H", "O", "H", "H", "O", "H", "O", "O", "C", "H", "C", "O", "H", "C", "H", "O", "O", "H", "C", "H", "C", "H", "H", "H", "H", "H", "C", "O", "H", "H", "H", "C", "C", "H", "H", "O", "H", "H", "H", "H", "C", "H", "H", "H", "H", "C"], "positions_angstrom": [[-13.384, -3.293, 61.477], [-13.958, -1.641, 64.099], [-3.247, -2.822, 68.002], [-10.966, 1.516, 68.813], [-10.460, -0.306, 62.183], [-15.982, -1.040, 64.050], [-11.475, 0.317, 70.326], [-13.829, -6.638, 65.026], [-9.138, -0.201, 70.570], [-6.585, -3.131, 65.984], [-16.249, -1.527, 65.585], [-8.874, -2.606, 64.426], [-9.409, -0.041, 65.138], [-9.949, -3.211, 65.647], [-12.025, -0.522, 58.961], [-10.779, -6.010, 64.628], [-11.789, -2.372, 64.563], [-6.395, -4.019, 67.824], [-10.900, -2.266, 64.158], [-12.855, -6.129, 66.534], [-12.351, -1.802, 61.510], [-5.794, -2.627, 67.558], [-9.738, -0.224, 61.222], [-11.620, -0.572, 59.882], [-15.837, -0.647, 65.074], [-12.796, -6.367, 62.678], [-9.946, -5.203, 61.297], [-13.032, -2.038, 61.999], [-15.206, -3.627, 62.085], [-14.285, -3.947, 63.540], [-11.847, -5.982, 64.185], [-5.805, -3.371, 67.186], [-7.617, 1.404, 68.983], [-12.796, -6.731, 65.261], [-8.549, -5.364, 63.506], [-13.704, -1.525, 64.947], [-9.262, -1.253, 61.072], [-8.132, 0.217, 62.259], [-8.634, -1.153, 66.684], [-14.290, -0.189, 66.516], [-8.634, 0.588, 61.589], [-16.594, 0.444, 65.453], [-9.583, -1.015, 65.741], [-10.737, 1.310, 60.093], [-9.034, -4.312, 61.881], [-7.027, -4.225, 63.226], [-9.077, 1.692, 70.542], [-4.428, -3.816, 66.768], [-9.619, 0.134, 59.130], [-11.991, -6.516, 62.957], [-8.253, 0.781, 68.941], [-7.558, -5.786, 62.080], [-9.868, -2.400, 65.105], [-7.272, -2.388, 66.108], [-9.212, 0.654, 70.001], [-15.382, -5.674, 62.613], [-8.667, -3.817, 61.122], [-4.749, -4.891, 66.669], [-8.759, -0.385, 67.297], [-13.993, 0.395, 64.623], [-14.407, -0.392, 65.307], [-14.574, -5.362, 62.212], [-10.528, -5.391, 61.988], [-6.625, -4.682, 64.091], [-4.013, -3.392, 65.840], [-8.072, -5.048, 62.722], [-14.448, -4.017, 62.460], [-12.501, -7.878, 65.338], [-12.002, -6.262, 67.003], [-3.520, -3.786, 67.785], [-13.842, -3.122, 60.382], [-12.388, -3.934, 61.477], [-12.258, -4.924, 64.104], [-11.387, -0.629, 70.469], [-10.575, 0.669, 69.251], [-10.717, -0.165, 68.696], [-17.436, 0.437, 64.808], [-9.701, -3.557, 62.231], [-10.613, -0.891, 66.260], [-10.437, 0.217, 59.926]], "atomic_forces_ev_per_a": [[1.04, -2.17, -0.13], [-0.66, -1.13, -4.82], [-0.78, -2.42, -0.64], [-0.11, 2.09, -0.93], [1.11, 0.14, -2.41], [0.04, 0.98, -0.43], [-1.03, 0.52, 0.65], [-0.83, -0.32, -1.24], [0.57, -1.71, 1.28], [-1.02, 0.62, -0.17], [0.76, -0.15, 0.74], [-2.13, 0.09, 1.42], [-0.40, -2.08, -0.04], [-0.59, -3.57, 3.73], [0.84, -0.07, 1.85], [-1.51, 0.11, -1.21], [0.74, 0.36, -0.13], [0.52, -0.86, 0.19], [-0.96, -0.39, -0.01], [1.66, 0.11, 0.90], [5.23, 2.51, -3.47], [0.77, 17.15, 9.03], [0.15, -2.23, 2.51], [-0.29, -0.12, -2.52], [-1.27, -1.83, -0.45], [-6.77, 1.30, -2.55], [0.87, -0.76, -1.79], [-5.58, -1.91, 3.82], [-7.53, 4.10, -1.97], [0.26, 1.19, -0.21], [-1.21, 1.32, 3.79], [-2.03, -13.29, -9.30], [2.98, 3.21, 0.93], [1.74, -1.34, -0.17], [-2.88, -2.87, 4.28], [1.83, -0.88, 4.39], [-1.24, 0.87, 0.01], [1.21, -1.41, 1.90], [1.76, 0.90, 2.59], [0.17, -0.17, -3.22], [-1.67, 2.31, -2.71], [-3.77, 1.15, -2.74], [-4.37, 0.11, -0.08], [0.54, -1.23, -0.64], [-2.51, -0.84, 1.32], [1.60, -0.64, 2.69], [-0.77, -2.44, -0.07], [-1.96, -2.57, -0.71], [-1.69, -0.11, 0.46], [7.26, -2.69, 0.50], [-2.69, -4.57, -1.17], [-0.88, -0.35, 0.36], [4.05, 4.99, -6.71], [1.62, -1.56, 0.24], [-0.11, 6.39, -3.08], [-0.30, -0.15, 0.06], [3.03, 2.22, -4.03], [1.60, 0.42, -0.82], [0.93, -0.92, -0.23], [-0.74, 0.25, 1.22], [1.01, 1.37, 2.74], [0.90, -2.47, -0.98], [-1.90, -1.15, 1.29], [-1.47, 1.80, -2.84], [-0.73, -0.02, 0.13], [3.96, 1.85, -3.48], [6.98, -1.06, 1.31], [-0.54, 2.19, -0.33], [-0.81, 0.17, -0.43], [2.10, 2.45, 2.23], [0.90, -0.95, 2.31], [-2.06, 0.90, -0.59], [0.96, -0.71, 0.79], [-0.15, 0.09, 0.07], [0.57, -1.47, 5.22], [0.61, -2.18, -3.03], [2.79, 0.32, 2.46], [0.10, 0.86, 2.04], [1.13, 0.62, -0.58], [1.07, 1.71, 1.65]], "multiplicity": 1, "smiles": "OCCO.OCCO.OCCO.OCCO.OCCO.OCCO.OCCO.OCCO", "total_charge": 0}


Record 2
{"formula": "C4H7NO", "method": "the ωB97M-V functional and the def2-TZVPD basis", "elements": ["N", "H", "C", "C", "O", "C", "H", "H", "H", "H", "H", "H", "C"], "positions_angstrom": [[1.457, 1.474, 1.355], [-1.351, 1.151, 0.488], [2.206, 0.904, 0.685], [-0.115, -0.325, -0.528], [0.904, -0.475, -1.175], [-0.849, 0.983, -0.470], [-0.556, -2.406, -0.304], [-1.800, -1.329, 0.417], [-1.607, 0.846, -1.250], [2.887, 0.361, 0.058], [-0.214, 1.831, -0.729], [-0.233, -1.543, 1.215], [-0.729, -1.474, 0.237]], "atomic_forces_ev_per_a": [[1.01, -0.59, -0.61], [0.12, -0.09, -0.18], [-0.51, 0.65, 0.83], [0.26, -0.13, 0.02], [-0.42, -0.03, 0.09], [-0.10, -0.05, -0.27], [0.00, 0.09, 0.11], [0.19, -0.02, -0.06], [-0.19, 0.30, 0.09], [-0.16, 0.14, 0.12], [-0.07, -0.20, 0.01], [-0.07, 0.06, -0.20], [-0.06, -0.14, 0.04]], "multiplicity": 1, "smiles": "CC(C)=O.C#N", "total_charge": 0}


Record 3
{"formula": "H11O6Y", "method": "the ωB97M-V functional and the def2-TZVPD basis", "elements": ["H", "H", "O", "H", "O", "O", "O", "O", "H", "H", "H", "O", "H", "H", "H", "Y", "H", "H"], "positions_angstrom": [[1.194, -3.208, 2.027], [1.976, 1.780, -1.713], [1.156, 0.033, 2.526], [-1.660, -1.060, -0.902], [-2.448, -1.236, -1.417], [-0.112, -0.265, -0.120], [0.824, -2.471, 1.540], [2.157, 0.866, -1.497], [1.208, -0.151, 3.464], [-0.118, -2.528, 1.696], [-0.837, 0.390, -0.124], [-1.773, 3.228, -1.671], [-3.068, -1.605, -0.787], [-1.329, 2.380, -1.704], [0.672, 0.857, 2.469], [1.999, -0.659, 0.425], [-2.634, 3.063, -2.056], [2.794, 0.585, -2.154]], "atomic_forces_ev_per_a": [[0.27, -0.61, 0.22], [-0.41, 0.69, 0.05], [0.76, 0.27, -0.86], [0.25, -0.25, -0.03], [0.00, 0.14, -0.13], [3.18, -0.22, 1.18], [1.27, 0.23, -0.51], [0.71, -1.23, 1.06], [0.27, -0.34, 0.61], [-0.74, 0.31, -0.25], [0.63, -0.25, 0.04], [0.41, 0.07, 0.35], [-0.40, -0.14, 0.02], [-0.06, -0.20, -0.23], [-0.54, 0.58, -0.03], [-5.64, 0.88, -0.57], [-0.34, 0.03, -0.17], [0.37, 0.03, -0.75]], "multiplicity": 1, "total_charge": 2}


The evaluated maximum force for the records listed, in turn: 0.3772 0.0257 0.1115 Eh/bohr.
The evaluated ΔE to the lowest compared entry with this formula, charge and spin for the records listed, in turn: 11.4925 1.4634 0.0000 eV.
The evaluated LUMO energy for the records listed, in turn: 0.3 1.0 -9.7 eV.